[1]
ORCA calculation (ωB97M-V/def2-TZVPD) on C20H18ClN3O4 in the gas phase at a distorted geometry.

Last column: Mulliken charge in e.
CARTESIAN COORDINATES (ANGSTROEM)
C (-5.6015, -0.5350, -1.7572)  -1.275
C (-4.8293, -0.3843, -0.4578)  -0.228
H (-4.9960, 0.6062, -0.0194)  0.236
H (-5.1217, -1.1456, 0.2734)  0.364
O (-3.4345, -0.5171, -0.7258)  -0.199
C (-2.6874, -1.1676, 0.1758)  0.325
O (-3.1300, -1.6304, 1.2010)  -0.671
C (-1.2655, -1.2390, -0.2210)  0.388
C (-0.7950, -0.6532, -1.3943)  -0.793
C (0.5506, -0.6825, -1.6859)  -0.490
C (1.4512, -1.2996, -0.8153)  0.586
C (0.9787, -1.9247, 0.3364)  -0.424
C (-0.3679, -1.8821, 0.6283)  -0.830
H (-0.7485, -2.3388, 1.5288)  0.502
H (1.6715, -2.4117, 1.0016)  0.538
N (2.8126, -1.1810, -1.1048)  -0.096
C (3.8719, -1.5166, -0.3032)  0.609
O (3.8299, -2.3314, 0.5844)  -0.621
C (5.1120, -0.6739, -0.5871)  -0.772
H (5.1553, -0.3609, -1.6309)  0.316
H (6.0049, -1.2471, -0.3418)  0.368
C (5.0329, 0.5609, 0.3385)  -0.708
C (3.6872, 1.1715, 0.2189)  0.553
N (2.6904, 1.0356, 1.0299)  -0.346
C (1.6553, 1.6521, 0.3725)  0.806
N (2.0295, 2.1559, -0.7749)  -0.603
O (3.3528, 1.8498, -0.8889)  -0.208
C (0.3104, 1.6419, 0.9078)  -0.338
C (-0.7878, 2.1734, 0.2280)  0.721
C (-2.0590, 2.0909, 0.7751)  -0.533
C (-2.2479, 1.4715, 1.9971)  -0.428
C (-1.1678, 0.9326, 2.6793)  -0.783
C (0.0981, 1.0181, 2.1389)  -0.397
H (0.9529, 0.6011, 2.6473)  0.515
H (-1.3185, 0.4408, 3.6270)  0.416
H (-3.2401, 1.4024, 2.4160)  0.393
H (-2.8901, 2.5112, 0.2313)  0.467
Cl (-0.5953, 2.9271, -1.3008)  -0.199
H (5.8003, 1.2844, 0.0616)  0.366
H (5.1681, 0.2514, 1.3742)  0.337
H (3.0073, -0.5825, -1.8978)  0.300
H (0.9170, -0.1980, -2.5803)  0.287
H (-1.4848, -0.1613, -2.0608)  0.515
H (-5.4359, -1.5220, -2.1811)  0.321
H (-5.2730, 0.2114, -2.4756)  0.302
H (-6.6632, -0.4041, -1.5685)  0.410

Computed properties:
LUMO: 0.013 Ha
Net charge: 0
Orbital gap: 9.0238 eV
E_HOMO: -8.7 eV
Relative energy (zero: lowest compared OMol25 entry of this formula, charge and spin): 21.1 kcal/mol



[2]
ORCA calculation (ωB97M-V/def2-TZVPD) on a molecular structure, C20H18CoN7O2S.

Last column: Löwdin spin population.
CARTESIAN COORDINATES (ANGSTROEM)
Co (0.6267, 0.7582, 0.2269)  0.969
C (0.3220, 0.0984, 5.4195)  0.000
N (-0.2548, -0.7644, 4.3970)  -0.001
C (-0.9473, -1.9380, 4.6282)  0.000
C (-1.2967, -2.4363, 3.4383)  0.000
N (-0.8024, -1.5647, 2.4556)  0.000
C (-0.1740, -0.5160, 3.0745)  -0.002
S (0.6145, 0.8636, 2.5003)  -0.014
C (-1.0410, -1.8034, 1.0695)  0.005
C (-1.3070, -3.1066, 0.6656)  0.001
C (-1.7204, -3.3213, -0.6353)  0.002
C (-1.8558, -2.2373, -1.4879)  0.000
C (-1.4851, -0.9976, -1.0128)  0.004
N (-1.0529, -0.7714, 0.2358)  0.026
H (0.1516, -0.3633, 6.3876)  0.000
H (-0.1484, 1.0793, 5.3880)  0.000
H (1.3901, 0.2123, 5.2462)  0.000
H (-1.1403, -2.3018, 5.6212)  0.000
H (-1.8833, -3.3010, 3.1984)  0.000
H (-1.1818, -3.9344, 1.3460)  0.000
H (-1.9350, -4.3257, -0.9749)  0.000
H (-2.2013, -2.3496, -2.5051)  0.000
H (-1.5219, -0.1322, -1.6616)  0.000
C (2.5175, -1.7212, -4.4412)  0.000
C (2.4142, -0.3760, -4.7848)  0.000
C (1.8539, 0.5253, -3.9023)  0.000
C (1.4109, 0.0743, -2.6613)  -0.001
C (1.5185, -1.2642, -2.3071)  0.000
C (2.0658, -2.1639, -3.2086)  0.000
N (0.7823, 0.9620, -1.7266)  -0.006
N (0.3484, 2.0199, -2.2188)  -0.009
C (-0.3593, 2.8176, -1.2884)  -0.001
C (-0.8945, 4.0089, -1.7243)  -0.001
C (-1.6418, 4.7556, -0.8235)  -0.002
C (-1.8179, 4.2713, 0.4589)  0.000
C (-1.2332, 3.0623, 0.8144)  -0.001
N (-0.5117, 2.3468, -0.0437)  -0.001
H (2.9598, -2.4219, -5.1369)  0.000
H (2.7769, -0.0310, -5.7432)  0.000
H (1.7739, 1.5730, -4.1539)  0.000
H (1.1863, -1.5984, -1.3370)  0.000
H (2.1525, -3.2073, -2.9377)  0.000
H (-0.7228, 4.3217, -2.7441)  0.000
H (-2.0812, 5.6972, -1.1231)  0.000
H (-2.3965, 4.8186, 1.1889)  0.000
H (-1.3234, 2.6547, 1.8114)  0.000
O (2.6318, 1.7309, 0.2818)  0.052
N (3.1515, 0.6142, 0.3648)  -0.001
O (2.2825, -0.3170, 0.3652)  -0.019

Computed properties:
LUMO (alpha / beta): -0.151 / -0.150 Ha
⟨S²⟩: 0.767
Net charge: +1
Orbital gap (alpha / beta): 7.0449 / 7.0187 eV
E_HOMO (alpha / beta): -11.2 / -11.1 eV
Multiplicity: 2



[3]
ORCA calculation (ωB97M-V/def2-TZVPD) on a molecular structure, C20H18F3O6PS at a distorted geometry.

Last column: Mulliken charge in e.
CARTESIAN COORDINATES (ANGSTROEM)
C (4.5118, -3.8458, 1.1488)  -0.037
C (4.4255, -2.6243, 1.2402)  -0.109
O (4.1059, -1.2590, 1.4200)  -0.338
S (2.3932, -1.1487, 1.3299)  0.697
O (1.9522, -1.5339, 2.7054)  -0.568
O (1.9029, -2.3082, 0.2204)  -0.221
P (0.4538, -3.0648, 0.6881)  0.867
O (-0.0825, -3.7862, -0.5199)  -0.559
O (-0.7452, -1.9922, 1.1579)  -0.428
O (0.7045, -4.2520, 1.8659)  -0.477
H (4.1959, -4.9187, 0.9878)  0.346
H (-0.4134, -1.3559, 1.8303)  0.386
H (0.9345, -3.8138, 2.7170)  0.386
F (2.0136, 1.7725, 0.6590)  -0.229
C (2.7476, 2.3735, -0.2977)  0.282
C (4.1266, 2.3973, -0.1803)  -0.443
C (4.8839, 3.0130, -1.1701)  -0.458
C (4.2523, 3.6062, -2.2590)  -0.471
C (2.8655, 3.5795, -2.3625)  -0.510
C (2.1086, 2.9548, -1.3789)  -0.113
H (4.6001, 1.9372, 0.6791)  0.437
H (5.9650, 3.0312, -1.0928)  0.368
H (4.8439, 4.0901, -3.0286)  0.377
H (2.3742, 4.0454, -3.2091)  0.371
H (1.0281, 2.9169, -1.4478)  0.453
F (-5.9313, -6.9358, -1.3965)  -0.318
C (-5.0978, -5.8873, -1.2761)  0.319
C (-5.6232, -4.6199, -1.0923)  -0.368
C (-4.7610, -3.5367, -0.9628)  -0.383
C (-3.3847, -3.7328, -1.0294)  -0.478
C (-2.8691, -5.0100, -1.2194)  -0.327
C (-3.7303, -6.0953, -1.3380)  -0.466
H (-6.6977, -4.4858, -1.0513)  0.395
H (-5.1613, -2.5405, -0.8108)  0.366
H (-2.7127, -2.8870, -0.9327)  0.415
H (-1.7976, -5.1598, -1.2748)  0.450
H (-3.3464, -7.0988, -1.4776)  0.398
F (-2.9367, 2.7586, 0.7562)  -0.301
C (-2.0979, 3.7996, 0.8843)  0.221
C (-2.6153, 5.0697, 1.0735)  -0.432
C (-1.7467, 6.1459, 1.2111)  -0.338
C (-0.3717, 5.9409, 1.1473)  -0.666
C (0.1360, 4.6610, 0.9518)  -0.116
C (-0.7320, 3.5824, 0.8250)  -0.321
H (-3.6888, 5.2109, 1.1123)  0.410
H (-2.1407, 7.1437, 1.3674)  0.365
H (0.3051, 6.7823, 1.2505)  0.375
H (1.2074, 4.5035, 0.8982)  0.340
H (-0.3546, 2.5773, 0.6811)  0.452

Computed properties:
LUMO: -0.009 Ha
Net charge: 0
Orbital gap: 8.5019 eV
E_HOMO: -8.7 eV
Relative energy (zero: lowest compared OMol25 entry of this formula, charge and spin): 0.0 kcal/mol



[4]
ORCA calculation (ωB97M-V/def2-TZVPD) on a molecular structure, C20H18MnN2O6S4Se.

Last column: Löwdin spin population.
CARTESIAN COORDINATES (ANGSTROEM)
Mn (0.9120, 0.2556, 1.6537)  3.437
S (3.0961, 0.1089, 2.4281)  -0.286
C (3.4915, 1.3492, 1.2865)  -0.009
S (2.1673, 1.5156, 0.1741)  -0.170
C (4.6418, 2.0695, 1.2640)  0.002
C (5.6628, 1.8291, 2.2304)  -0.005
N (6.4754, 1.6007, 3.0119)  0.000
C (4.8577, 3.0464, 0.2475)  -0.003
N (5.0346, 3.8216, -0.5838)  -0.001
O (-0.7221, 0.4822, 0.4962)  0.040
S (-2.2131, 0.2998, 0.7929)  0.009
C (-2.7594, -0.5230, -0.7087)  0.001
C (-2.4013, -2.0089, -0.7110)  0.000
C (-0.8998, -2.3174, -0.6964)  0.000
C (-0.3002, -2.3750, 0.7130)  0.000
S (2.3369, -2.6149, 0.4225)  0.002
O (0.9814, -1.6802, 0.7989)  0.006
C (2.2595, -2.6802, -1.3375)  0.000
C (2.4575, -1.5472, -2.1218)  0.001
C (2.4095, -1.6567, -3.5005)  0.000
C (2.2100, -2.8960, -4.0985)  0.000
C (2.0465, -4.0302, -3.3174)  0.000
C (2.0532, -3.9218, -1.9336)  0.000
C (-2.9259, 1.9006, 0.5705)  0.002
C (-4.0438, 2.2113, 1.3270)  0.001
C (-4.6238, 3.4617, 1.1725)  0.000
C (-4.0663, 4.3793, 0.2945)  0.000
C (-2.9279, 4.0601, -0.4355)  0.000
C (-2.3463, 2.8100, -0.3017)  0.000
H (-2.2980, 0.0147, -1.5404)  0.000
H (-3.8413, -0.3781, -0.7526)  0.000
H (-2.8449, -2.4306, -1.6147)  0.000
H (-2.8976, -2.5046, 0.1287)  0.000
H (-0.3627, -1.5643, -1.2737)  0.000
H (-0.7273, -3.2685, -1.2002)  0.000
H (-0.1140, -3.3991, 1.0353)  0.000
H (-0.9286, -1.9063, 1.4680)  0.000
H (2.6468, -0.5914, -1.6488)  0.001
H (2.5531, -0.7759, -4.1126)  0.000
H (2.1901, -2.9770, -5.1775)  0.000
H (1.8976, -4.9964, -3.7811)  0.000
H (1.8953, -4.7942, -1.3123)  0.000
H (-4.4325, 1.5033, 2.0475)  0.000
H (-5.4930, 3.7275, 1.7585)  0.000
H (-4.5103, 5.3608, 0.1919)  0.000
H (-2.4866, 4.7896, -1.1010)  0.000
H (-1.4416, 2.5524, -0.8369)  0.000
O (0.0833, 1.1605, 5.3603)  0.000
Se (-0.4198, 0.9790, 3.8660)  0.012
O (0.6013, 1.7659, 2.6935)  -0.075
O (0.0099, -0.5305, 3.1632)  0.031
O (-1.9429, 1.3134, 3.5007)  0.001

Computed properties:
LUMO (alpha / beta): -0.096 / -0.036 Ha
⟨S²⟩: 4.175
Net charge: 0
Orbital gap (alpha / beta): 6.1012 / 7.8421 eV
E_HOMO (alpha / beta): -8.7 / -8.8 eV
Relative energy (zero: lowest compared OMol25 entry of this formula, charge and spin): 4.2 kcal/mol
Multiplicity: 4



[5]
ORCA calculation (ωB97M-V/def2-TZVPD) on C20H18N2O3 in the gas phase at a distorted geometry.

Last column: Mulliken charge in e.
CARTESIAN COORDINATES (ANGSTROEM)
C (-3.6611, -0.3381, 0.3244)  -1.814
H (-4.3398, 0.3983, 0.7466)  0.395
H (-4.2085, -0.9463, -0.3917)  0.436
H (-3.2952, -0.9884, 1.1157)  0.368
C (-2.4988, 0.3519, -0.3776)  0.137
N (-1.5843, -0.6561, -0.8915)  -0.007
C (-1.0212, -0.5721, -2.1065)  0.429
O (-1.3332, 0.2390, -2.9591)  -0.664
C (0.0275, -1.6172, -2.3707)  0.357
C (-0.1923, -2.5382, -3.3883)  -0.585
C (0.7735, -3.4685, -3.7232)  -0.600
C (1.9871, -3.4723, -3.0558)  -0.648
C (2.2251, -2.5511, -2.0531)  -0.254
C (1.2487, -1.6269, -1.6996)  -0.046
N (1.5463, -0.6887, -0.6707)  0.111
C (1.1025, -0.7931, 0.6059)  0.218
O (0.2629, -1.6027, 0.9681)  -0.779
C (1.7110, 0.1640, 1.5339)  0.490
C (1.5149, 0.3142, 2.8827)  -0.468
C (2.3544, 1.3729, 3.2858)  -0.569
C (2.9963, 1.7912, 2.1590)  -0.538
O (2.6212, 1.0684, 1.0967)  -0.409
H (3.7198, 2.5652, 1.9930)  0.498
H (2.4650, 1.7693, 4.2739)  0.488
H (0.8532, -0.2685, 3.4883)  0.600
H (2.3057, -0.0459, -0.8461)  0.280
H (3.1714, -2.5427, -1.5313)  0.455
H (2.7505, -4.1895, -3.3174)  0.382
H (0.5851, -4.1833, -4.5097)  0.397
H (-1.1325, -2.5077, -3.9179)  0.475
H (-1.1910, -1.2965, -0.2083)  0.504
C (-1.7125, 1.3184, 0.4875)  0.259
C (-0.7947, 2.1531, -0.1441)  -0.367
C (-0.0274, 3.0426, 0.5840)  -0.875
C (-0.1680, 3.1142, 1.9598)  -0.191
C (-1.0676, 2.2791, 2.5970)  -0.982
C (-1.8318, 1.3829, 1.8680)  -0.033
H (-2.5247, 0.7412, 2.3881)  0.336
H (-1.1777, 2.3252, 3.6708)  0.406
H (0.4226, 3.8151, 2.5317)  0.457
H (0.6761, 3.6871, 0.0767)  0.419
H (-0.6919, 2.1041, -1.2185)  0.489
H (-2.8666, 0.8968, -1.2564)  0.443

Computed properties:
LUMO: 0.023 Ha
Net charge: 0
Orbital gap: 9.5033 eV
E_HOMO: -8.9 eV
Relative energy (zero: lowest compared OMol25 entry of this formula, charge and spin): 24.1 kcal/mol



[6]
ORCA calculation (ωB97M-V/def2-TZVPD) on a molecular structure, C20H18N3O5RuS3 at a distorted geometry.

Last column: Löwdin spin population.
CARTESIAN COORDINATES (ANGSTROEM)
Ru (0.5755, -0.2557, -0.3540)  1.358
O (3.7699, 2.6997, -1.6435)  0.001
C (2.8533, 1.7803, -1.5022)  0.001
O (2.8169, 0.9857, -0.5792)  0.022
C (1.8282, 1.7452, -2.5876)  0.000
C (1.7503, 2.6723, -3.6229)  0.000
C (0.7719, 2.4902, -4.5919)  0.000
C (-0.0535, 1.3730, -4.5282)  -0.001
C (0.1113, 0.4892, -3.4650)  0.000
N (1.0095, 0.6980, -2.5017)  -0.005
C (-0.6137, -0.8116, -3.3271)  0.002
O (-1.4099, -1.0956, -4.3254)  0.001
O (-0.4242, -1.5420, -2.3707)  0.020
H (4.4449, 2.6677, -0.9414)  0.000
H (2.4400, 3.5027, -3.6498)  0.000
H (0.6629, 3.2043, -5.3927)  0.000
H (-0.7994, 1.1676, -5.2808)  0.000
H (-1.8242, -1.9735, -4.2431)  0.000
S (0.8701, 1.5940, 1.5809)  -0.260
C (0.7983, 0.1710, 2.5033)  -0.030
N (0.7425, -1.0000, 1.9100)  -0.030
C (0.6709, -2.0244, 2.7920)  -0.004
C (0.6240, -3.3860, 2.4786)  0.000
C (0.5395, -4.2980, 3.5047)  0.000
C (0.5081, -3.8788, 4.8446)  -0.001
C (0.5488, -2.5395, 5.1806)  -0.001
C (0.6373, -1.6082, 4.1558)  -0.004
S (0.7259, 0.1200, 4.2588)  -0.009
H (0.6607, -3.6853, 1.4417)  0.000
H (0.5143, -5.3533, 3.2808)  0.000
H (0.4712, -4.6154, 5.6324)  0.000
H (0.5210, -2.2281, 6.2124)  0.000
C (3.3009, -2.1896, -0.3958)  0.002
O (1.8858, -2.2648, -0.5053)  0.025
H (3.7808, -2.0850, -1.3707)  0.000
H (3.6851, -3.0808, 0.1081)  0.001
H (3.5241, -1.3088, 0.2079)  0.000
H (1.6402, -2.9558, -1.1358)  0.001
S (-1.9846, 0.0092, -0.4657)  -0.078
C (-2.9156, 1.2596, 0.2469)  -0.007
N (-4.1541, 1.4613, -0.2635)  -0.002
C (-4.9720, 2.4471, 0.1439)  0.000
C (-4.5793, 3.3009, 1.1436)  0.001
C (-3.3262, 3.1022, 1.7391)  0.000
C (-2.5059, 2.0898, 1.2965)  0.001
H (-4.4559, 0.8240, -0.9966)  -0.002
H (-5.9283, 2.5313, -0.3522)  0.000
H (-5.2200, 4.1045, 1.4683)  0.000
H (-2.9879, 3.7535, 2.5299)  0.000
H (-1.5295, 1.9358, 1.7320)  0.001

Computed properties:
LUMO (alpha / beta): -0.299 / -0.249 Ha
⟨S²⟩: 0.994
Net charge: +2
Orbital gap (alpha / beta): 4.9870 / 6.4043 eV
E_HOMO (alpha / beta): -13.1 / -13.2 eV
Relative energy (zero: lowest compared OMol25 entry of this formula, charge and spin): 67.3 kcal/mol
Multiplicity: 2



no.,molecular weight (g/mol)
1,399.8
2,479.4
3,474.4
4,644.5
5,334.4
6,577.7